A cluster of 2 separate species, C15H12NO8 in total at a distorted geometry, computed with ωB97M-V/def2-TZVPD.

Atoms and positions in Å:
C 1.79 0.88 3.90
C 0.46 0.85 3.71
C -0.07 2.21 3.89
O -1.20 2.65 3.82
O 1.03 3.04 4.15
C 2.22 2.26 4.16
O 3.30 2.76 4.37
H 2.47 0.04 3.92
H -0.18 0.00 3.55
C -0.17 4.36 -0.59
C -0.26 2.92 -1.03
O -0.18 2.08 0.12
C -0.32 0.78 -0.25
C -0.22 -0.13 0.87
C -0.50 -1.52 0.77
O -0.76 -2.19 1.78
C -0.45 -2.20 -0.59
C 0.59 -1.97 -1.51
C 0.63 -2.61 -2.75
C -0.39 -3.52 -3.08
N -0.46 -4.05 -4.40
O -1.41 -4.80 -4.70
O 0.44 -3.75 -5.22
C -1.42 -3.80 -2.16
C -1.41 -3.17 -0.92
O -0.53 0.51 -1.44
H -0.15 4.99 -1.48
H -1.05 4.65 0.00
H 0.73 4.56 0.00
H -1.21 2.74 -1.55
H 0.56 2.68 -1.71
H -0.32 0.35 1.81
H 1.39 -1.27 -1.27
H 1.42 -2.40 -3.47
H -2.20 -4.50 -2.44
H -2.19 -3.42 -0.20

The value obtained for the HOMO-LUMO gap is 5.7 eV. As for the total energy: -1235.45820 hartree. The LUMO energy comes out at 1.2656 eV. The charge is -1.

***

A structure of composition C15H13BF9N3O8P2Pd at a distorted geometry, computed with ωB97M-V/def2-TZVPD.

Atoms and positions in Å:
Pd -0.14 0.51 -0.50
C -0.54 1.00 3.58
C 0.59 0.38 4.13
C 1.66 0.10 3.29
C 1.53 0.26 1.88
N 0.39 0.76 1.44
C -0.60 1.23 2.20
C 2.59 0.13 0.98
C 3.78 -0.55 1.26
C 4.70 -0.73 0.25
C 4.49 -0.17 -1.06
C 3.35 0.63 -1.11
N 2.40 0.77 -0.17
H -1.36 1.26 4.20
H 0.65 0.16 5.20
H 2.54 -0.23 3.72
H -1.42 1.75 1.74
H 3.93 -1.02 2.23
H 5.59 -1.34 0.48
H 5.23 -0.28 -1.86
H 3.10 1.04 -2.03
O -0.54 1.60 -4.70
P 0.27 1.60 -3.35
O 1.78 1.56 -3.41
O -0.45 0.50 -2.49
O -0.21 3.05 -2.79
P -0.69 3.55 -1.33
O 0.84 3.90 -0.66
O -1.55 4.73 -1.50
O -1.14 2.34 -0.52
H -0.41 2.37 -5.22
H 1.02 4.83 -0.86
F -2.76 -3.28 -0.14
C -2.69 -2.19 0.73
F -3.44 -2.44 1.82
F -1.38 -2.05 1.09
C -3.18 -0.89 -0.03
O -2.21 -0.20 -0.57
C -4.02 0.06 0.95
F -4.14 1.27 0.34
F -3.30 0.20 2.09
F -5.25 -0.43 1.27
C -4.21 -1.42 -1.15
F -5.17 -2.23 -0.63
F -4.91 -0.40 -1.77
F -3.53 -2.12 -2.13
B 1.70 -3.74 -0.90
C 1.09 -2.36 -0.59
N 0.68 -1.27 -0.51
H 2.89 -3.74 -0.72
H 1.35 -4.01 -2.08
H 1.09 -4.46 -0.11

The value obtained for the HOMO-LUMO gap (spin up / spin down) is 8.0 / 4.5 eV. As for the total energy: -3079.85249 hartree. Its energy relative to the best compared isomer or geometry (same formula, charge and spin) is 22.9 kcal per mole. The LUMO energy (spin up / spin down) comes out at -1.3622 / -5.1507 eV. The spin multiplicity is 5.

***

A structure of composition C15H13Br21NO5P at a distorted geometry, computed with ωB97M-V/def2-TZVPD.

Atoms and positions in Å:
O 3.16 -3.19 4.56
C 2.34 -3.01 3.72
N 2.19 -3.71 2.47
C 0.74 -3.79 2.36
O 0.16 -4.77 2.03
C 0.24 -2.44 2.86
C 1.24 -1.98 3.72
C 1.10 -0.77 4.39
C -0.04 -0.03 4.14
C -1.03 -0.47 3.26
O -2.11 0.36 3.08
C -0.93 -1.70 2.59
P -2.23 -2.32 1.40
O -3.65 -1.74 2.00
O -2.42 -3.90 1.62
H 2.57 -3.08 1.77
H 1.87 -0.45 5.08
H -0.18 0.91 4.64
H -2.02 0.82 2.23
H -3.73 -0.79 1.81
H -2.68 -4.14 2.53
C -1.32 1.30 -1.71
Br -2.31 0.37 -0.33
Br -2.16 2.97 -2.20
Br 0.52 1.55 -1.23
H -1.34 0.67 -2.58
C 3.92 -0.05 0.65
Br 3.95 1.75 -0.04
Br 5.61 -0.54 1.44
Br 2.47 -0.34 1.91
H 3.76 -0.71 -0.19
C 0.15 3.31 -5.61
Br 0.52 3.37 -7.50
Br 0.70 1.64 -4.83
Br 0.94 4.80 -4.68
H -0.92 3.38 -5.49
C 0.12 4.24 2.97
Br -0.72 4.47 4.69
Br 1.74 5.27 2.82
Br 0.42 2.38 2.58
H -0.56 4.63 2.22
C -3.68 -7.35 0.03
Br -2.07 -6.74 0.88
Br -5.06 -7.74 1.32
Br -4.29 -6.11 -1.31
H -3.45 -8.28 -0.48
C 0.91 8.10 -1.66
Br -0.14 7.03 -0.45
Br 0.02 9.75 -2.10
Br 2.69 8.40 -0.99
H 1.01 7.54 -2.58
C 0.81 -1.89 -7.62
Br 2.51 -1.36 -6.90
Br -0.48 -2.22 -6.23
Br 0.15 -0.61 -8.91
H 0.96 -2.82 -8.15

The value obtained for the HOMO-LUMO gap is 8.1 eV. As for the total energy: -55405.91317 hartree. Its energy relative to the best compared isomer or geometry (same formula, charge and spin) is 0.0 kcal per mole. The LUMO energy comes out at -0.4963 eV.

***

An isolated molecule of C15H13BrN2O3S at a distorted geometry, computed with ωB97M-V/def2-TZVPD.

Atoms and positions in Å:
C 3.20 2.78 1.31
C 2.55 1.40 0.96
C 3.32 0.50 0.25
C 2.82 -0.85 -0.08
N 3.68 -1.69 -0.63
C 3.38 -2.97 -1.05
O 2.37 -3.22 -1.66
C 4.43 -4.00 -0.89
Br 4.28 -5.44 -2.22
C 1.40 -1.13 0.24
C 0.59 -0.24 0.93
C 1.15 1.06 1.39
N 0.61 2.07 1.99
S -0.91 1.79 2.76
O -1.11 2.74 3.84
O -0.98 0.41 3.32
C -2.17 1.98 1.41
C -3.24 1.08 1.22
C -4.26 1.39 0.33
C -4.17 2.56 -0.46
C -3.13 3.45 -0.28
C -2.16 3.18 0.68
H 4.30 2.77 1.20
H 2.78 3.58 0.67
H 2.96 3.05 2.36
H 4.33 0.71 -0.10
H 4.33 -4.41 0.11
H 5.41 -3.50 -0.94
H 0.98 -2.03 -0.11
H -0.46 -0.49 1.08
H -3.21 0.16 1.84
H -5.10 0.67 0.20
H -4.99 2.79 -1.12
H -3.06 4.40 -0.83
H -1.41 3.95 0.83

The value obtained for the HOMO-LUMO gap is 7.5 eV. As for the total energy: -3886.73474 hartree. Its energy relative to the best compared isomer or geometry (same formula, charge and spin) is 0.0 kcal per mole. The LUMO energy comes out at -2.3906 eV.

***

A structure of composition C15H13Cl3GeN3O9W at a distorted geometry, computed with ωB97M-V/def2-TZVPD.

Atoms and positions in Å:
W -0.14 0.41 0.30
O 1.00 -3.57 0.43
C 0.84 -2.44 0.76
O 0.36 -1.47 -0.07
C 1.08 -1.87 2.11
C 1.36 -2.56 3.26
C 1.39 -1.85 4.46
C 1.10 -0.49 4.46
C 0.84 0.12 3.25
N 0.88 -0.56 2.12
C 0.41 1.52 3.05
O 0.25 2.35 3.87
O 0.23 1.72 1.70
H 1.53 -3.63 3.22
H 1.59 -2.36 5.39
H 1.06 0.10 5.37
N 2.15 0.87 0.26
C 2.87 1.72 -0.73
C 2.99 1.03 -2.06
C 1.64 0.90 -2.72
N 0.69 0.11 -1.89
H 2.30 1.29 1.17
H 2.64 -0.03 0.29
H 3.86 1.95 -0.33
H 2.33 2.67 -0.83
H 3.45 0.04 -1.94
H 3.65 1.60 -2.71
H 1.73 0.41 -3.69
H 1.20 1.88 -2.91
H 1.01 -0.85 -1.84
H -0.20 0.07 -2.39
O -5.55 -2.66 0.24
C -4.50 -2.20 0.24
C -3.62 -1.62 -1.06
O -3.94 -1.82 -2.16
C -2.53 -0.92 -0.41
C -2.48 -1.04 0.94
O -1.51 -0.43 1.55
C -3.51 -1.87 1.53
O -3.71 -2.30 2.60
O -1.59 -0.22 -0.98
Cl -2.22 2.11 0.51
Ge -0.49 2.73 -0.82
Cl -0.46 4.80 -0.63
Cl -1.36 2.46 -2.79

The value obtained for the HOMO-LUMO gap (spin up / spin down) is 7.6 / 5.9 eV. As for the total energy: -4944.97112 hartree. Its energy relative to the best compared isomer or geometry (same formula, charge and spin) is 33.9 kcal per mole. The LUMO energy (spin up / spin down) comes out at -8.3796 / -10.0397 eV. The charge is +2. The spin multiplicity is 2.

***

An isolated molecule of C15H13F13N4O at a distorted geometry, computed with ωB97M-V/def2-TZVPD.

Atoms and positions in Å:
C -6.95 -0.64 -1.76
C -6.59 -0.77 -0.28
N -5.41 -0.01 0.04
N -5.54 1.28 0.39
C -4.33 1.75 0.59
C -4.08 3.15 1.00
C -3.37 0.72 0.34
C -1.95 0.83 0.45
N -1.17 -0.15 0.22
N 0.16 0.05 0.34
C 1.02 -0.96 0.10
O 0.77 -2.08 -0.24
C 2.50 -0.45 0.30
F 2.61 0.22 1.48
F 2.79 0.46 -0.67
C 3.53 -1.60 0.26
F 3.57 -2.12 -0.98
F 3.15 -2.57 1.10
C 4.99 -1.20 0.67
F 5.00 -0.86 1.97
F 5.76 -2.30 0.55
C 5.63 -0.04 -0.14
F 5.13 1.13 0.30
F 5.33 -0.14 -1.44
C 7.19 -0.01 0.00
F 7.71 -0.95 -0.80
F 7.56 -0.28 1.25
C 7.78 1.38 -0.41
F 9.10 1.28 -0.56
F 7.55 2.28 0.54
F 7.27 1.82 -1.55
C -4.13 -0.40 -0.01
C -3.71 -1.77 -0.36
H -6.15 -1.04 -2.38
H -7.11 0.40 -2.01
H -7.86 -1.20 -1.96
H -6.43 -1.81 0.00
H -7.41 -0.36 0.33
H -5.03 3.67 1.10
H -3.47 3.67 0.25
H -3.55 3.18 1.95
H -1.56 1.82 0.75
H 0.51 0.97 0.62
H -4.11 -2.49 0.35
H -4.06 -2.04 -1.36
H -2.62 -1.82 -0.34

The value obtained for the HOMO-LUMO gap is 8.9 eV. As for the total energy: -2171.91732 hartree. Its energy relative to the best compared isomer or geometry (same formula, charge and spin) is 1.9 kcal per mole. The LUMO energy comes out at 0.3928 eV.